Record 1
A 11-piece molecular cluster, C84H185N11O11 overall in a non-equilibrium geometry, computed with ωB97M-V with the def2-TZVPD basis set.

Geometry as XYZ:
```
291
C84H185N11O11 | the OMol25 dataset | ωB97M-V with the def2-TZVPD basis set
O -31.4611 -6.0449 -11.2143
O -32.5594 6.2750 -13.4711
O -20.8707 -1.2680 -10.0358
O -28.5154 -0.9592 -9.9045
O -27.8040 2.7803 -4.9615
O -21.6259 -6.5901 -6.5954
O -25.1810 -5.2165 -13.4898
O -23.9233 4.8387 -16.4361
O -34.0081 1.4440 -7.5006
O -23.4037 0.0531 -6.7931
O -32.8141 -0.2181 -16.3156
N -31.5575 5.9579 -12.4404
N -31.4754 -0.2129 -16.9195
N -24.5491 -3.9436 -13.6149
N -24.3385 2.3463 -4.0258
N -28.8557 3.6765 -5.4125
N -34.2412 1.0688 -8.9092
N -20.5315 0.3030 -12.3539
N -27.6188 0.1732 -9.9821
N -29.3623 -3.6700 -9.1257
N -22.3377 -5.5800 -7.2709
N -24.8650 3.8288 -16.6898
C -31.6774 -2.7776 -16.9887
C -27.6734 3.6942 -7.7009
C -26.3780 -0.7337 -8.1353
C -31.7469 8.4472 -11.8970
C -21.7660 -2.3446 -9.8625
C -33.5186 -0.5189 -10.5919
C -22.8244 2.4131 -17.4504
C -25.3294 -3.2779 -14.7315
C -30.2290 5.8073 -13.1050
C -24.4120 -5.2714 -8.4209
C -24.8666 -4.1641 -7.4750
C -29.2361 1.4381 -11.4430
C -23.1665 -1.8668 -14.9006
C -23.2321 -5.1376 -4.8360
C -24.7106 -1.8828 -14.7473
C -24.2651 2.9454 -17.7301
C -22.7395 -4.5384 -6.1722
C -29.2607 6.6642 -10.8260
C -33.4952 -0.2008 -9.0496
C -24.2972 -7.2193 -6.9207
C -28.6686 4.7893 -3.3034
C -28.9540 3.5545 -6.8531
C -27.5988 -0.1336 -12.4811
C -31.7586 6.9219 -11.4284
C -23.4860 -6.3379 -7.8033
C -25.2830 0.8750 -9.6075
C -34.9822 3.3237 -9.4374
C -26.8063 2.0044 -11.2451
C -22.7001 -4.7583 -12.3459
C -27.0065 5.3834 -5.1414
C -21.4142 -3.8281 -5.8526
C -23.9259 2.7716 -14.5545
C -25.7526 -1.5064 -10.3810
C -29.8339 7.0151 -13.9421
C -28.8882 -1.3056 -17.1921
C -31.4142 -1.4711 -17.7500
C -26.7721 -3.1466 -14.2441
C -23.1142 -4.1337 -13.7091
C -33.0686 0.6512 -11.5022
C -33.8612 1.9200 -11.1894
C -30.8741 1.3394 -15.1545
C -32.5156 2.9233 -9.3129
C -25.5539 1.0929 -16.7096
C -28.2924 -5.1114 -10.8565
C -29.2237 5.6375 -11.9890
C -24.7776 -0.0752 -4.2454
C -28.4343 4.9669 -4.8158
C -22.6274 -5.0366 -14.8369
C -29.4347 6.0155 -5.3294
C -30.5523 -1.1334 -14.6473
C -29.9458 -1.4042 -18.2782
C -23.0068 -7.1348 -8.9677
C -33.1160 6.6781 -10.8202
C -23.9128 1.0814 -4.6274
C -22.4877 -2.7365 -13.8359
C -29.1562 -0.0028 -16.4004
C -24.2186 3.7851 -18.9948
C -26.2195 -0.3230 -9.5819
C -26.0421 4.2285 -14.6274
C -25.1702 3.2310 -15.3624
C -32.4154 -1.2106 -18.9156
C -21.5934 -0.0259 -10.2090
C -26.0678 2.0532 -15.6231
C -23.6906 -3.5576 -6.8002
C -21.9910 -0.1657 -6.6418
C -30.7765 -5.5328 -10.0613
C -32.0257 -5.0551 -12.1461
C -34.1659 -1.3180 -8.2122
C -25.3429 1.7713 -10.8449
C -33.8768 2.2739 -9.6780
C -29.5441 2.1921 -7.1499
C -23.8482 1.2724 -6.1365
C -29.5862 -4.5177 -10.2961
C -30.2703 4.5824 -13.9791
C -27.7831 0.8128 -11.2856
C -25.2623 1.7999 -18.0185
C -20.7238 0.8970 -11.0118
C -25.1773 -4.0630 -16.0488
C -29.5756 6.0349 -6.8360
C -30.5456 -0.0658 -15.7867
C -21.2447 2.2943 -11.0024
C -29.9563 4.6237 -7.2688
C -30.7320 6.7184 -10.2556
C -32.0264 -0.2155 -8.6030
H -24.1206 2.5839 -13.4969
H -24.3356 5.6384 -16.8005
H -29.3928 -4.2148 -8.2753
H -25.5829 1.4169 -8.7072
H -22.1734 3.2038 -17.0538
H -22.5533 -0.2093 -10.7189
H -20.7786 -3.5914 -6.6780
H -20.7193 -6.3022 -6.6600
H -22.1675 2.3538 -11.5798
H -25.4693 -0.8915 -7.6118
H -23.2943 4.4136 -18.9966
H -20.8419 -4.4740 -5.1259
H -35.9689 2.9470 -9.6489
H -27.8148 3.3076 -8.6916
H -29.0838 0.8496 -17.0754
H -30.4155 -6.4302 -9.5294
H -23.9796 -4.8565 -9.3287
H -32.9520 -1.3613 -10.9054
H -30.7830 -3.2765 -16.6026
H -29.3922 7.8912 -13.4414
H -24.7457 2.6888 -10.7241
H -25.7651 0.1000 -4.6811
H -29.1149 6.7454 -14.7149
H -30.0815 1.5544 -14.4775
H -30.8324 4.7552 -14.8651
H -22.8969 -5.8290 -12.2401
H -23.1867 3.5554 -14.5681
H -30.0073 -2.0580 -14.7302
H -23.6663 -7.7870 -6.2158
H -26.3139 4.5620 -5.3069
H -22.7810 -6.0463 -4.5081
H -33.0658 5.4666 -13.3724
H -29.9076 0.7655 -11.9457
H -26.8493 5.9263 -6.1049
H -28.3473 2.1194 -4.5524
H -33.8596 -2.3577 -8.3830
H -32.4988 -4.2784 -11.6012
H -24.1835 -4.0337 -16.5635
H -20.5061 2.9694 -11.4578
H -32.6986 -5.6526 -12.7233
H -31.6654 2.3446 -9.6699
H -22.9283 -4.4487 -4.0436
H -29.4469 4.6779 -11.5236
H -31.9106 9.0934 -11.0435
H -34.5477 -0.7767 -10.8488
H -22.8306 -0.8186 -14.7515
H -22.9465 -2.2782 -15.8921
H -29.2243 7.0230 -4.9808
H -26.6018 -0.5385 -12.4328
H -24.8703 -1.4681 -13.7572
H -24.3557 -0.9846 -4.7122
H -22.6420 -6.4861 -9.7678
H -27.0002 -1.6213 -8.0815
H -32.0023 0.8053 -11.3583
H -34.7748 4.1507 -10.1547
H -27.1705 -2.2931 -14.8030
H -32.3573 3.9744 -9.6300
H -31.2591 -4.6767 -12.7696
H -27.6229 -4.3312 -11.2112
H -29.2355 -0.6883 -9.3125
H -33.4462 -1.2800 -18.5149
H -24.9008 1.4774 -6.4520
H -29.7642 1.7395 -10.5189
H -29.8296 2.0960 -8.2140
H -24.1813 2.3931 -2.9999
H -26.8529 3.0899 -7.2324
H -25.5554 -4.5971 -6.6882
H -22.9018 0.9140 -4.2755
H -27.8634 -1.2154 -17.5886
H -30.5089 1.9974 -6.6994
H -30.5328 3.7133 -13.4283
H -32.3291 2.9899 -8.2274
H -28.9171 7.6894 -11.0698
H -25.4846 -3.4636 -8.0083
H -22.6348 -2.0671 -9.2086
H -28.7378 5.7310 -2.8008
H -21.6809 -5.4204 -14.5624
H -33.4974 2.7971 -11.6804
H -23.2556 -5.8649 -15.1061
H -31.8950 1.3194 -14.6520
H -30.9455 2.0733 -15.9742
H -29.6680 4.3696 -3.2108
H -19.7736 0.8330 -10.5376
H -22.4163 2.1835 -18.4222
H -27.7621 -5.7108 -10.0804
H -31.6054 -1.3429 -14.3589
H -32.5372 8.5523 -12.6466
H -25.3737 5.0802 -14.3934
H -33.9514 -1.1608 -7.1691
H -23.5386 1.8356 -14.9301
H -26.7707 2.3936 -12.2542
H -23.7689 -7.7703 -9.4181
H -29.9043 -3.9029 -11.0910
H -22.4332 -4.4750 -15.7444
H -25.3406 2.4888 -4.2359
H -29.2561 4.4697 -14.3899
H -22.1774 -7.8624 -8.7053
H -22.5448 -2.2937 -12.8281
H -31.9847 0.0961 -7.5762
H -25.8098 -3.6937 -16.8627
H -26.7744 -2.8952 -13.1765
H -31.4400 -4.9802 -9.4023
H -30.8842 7.5312 -9.5127
H -27.0572 2.3904 -15.9049
H -31.0235 5.8007 -9.7938
H -30.8929 4.3277 -6.8031
H -29.2089 2.4127 -12.0457
H -28.2248 5.6306 -12.4871
H -21.4229 0.7578 -6.7777
H -23.8981 -2.7142 -6.1584
H -24.8168 1.0719 -18.7194
H -30.3948 5.7834 -4.8994
H -30.7650 8.7060 -12.2943
H -33.2469 5.7625 -10.2100
H -28.3422 -0.9287 -12.4426
H -25.0686 4.4316 -19.1653
H -23.0715 -3.1303 -7.5757
H -22.6659 1.5075 -16.8457
H -19.8571 0.7401 -13.0066
H -30.1989 4.6247 -8.3280
H -23.2098 2.1548 -6.4156
H -28.6133 6.2020 -10.0774
H -25.3002 -5.8432 -8.8208
H -34.9056 1.7284 -11.3676
H -21.6900 -0.9627 -7.2971
H -24.9095 -0.1961 -3.1565
H -21.1449 -3.1573 -9.3810
H -29.8493 -0.6301 -19.1077
H -27.7912 0.4854 -13.4054
H -25.1273 -6.8316 -6.4070
H -26.8985 4.5483 -15.2168
H -28.5064 0.1272 -15.5431
H -24.0617 3.1383 -19.8540
H -25.4124 -5.1242 -15.9594
H -24.8610 1.2317 -11.6838
H -26.2012 1.5168 -14.6944
H -25.1594 -1.2150 -15.4938
H -21.8322 0.4440 -9.2648
H -24.2630 -5.2639 -4.8064
H -30.2465 6.8279 -7.1441
H -23.2811 -4.2820 -11.5127
H -28.5992 6.2721 -7.2583
H -27.9240 4.1654 -2.8361
H -26.4197 3.7157 -13.7137
H -24.8843 -2.0149 -9.8921
H -26.3093 0.2626 -16.8328
H -32.2381 -2.0497 -19.6426
H -35.2429 -1.3248 -8.3204
H -26.5041 6.0616 -4.4156
H -27.2875 -4.0645 -14.4085
H -21.4567 0.1842 -12.7767
H -32.2248 -0.2658 -19.4386
H -25.3508 -1.1318 -11.3126
H -28.7897 1.4254 -6.9125
H -21.5216 2.6207 -9.9744
H -27.3449 2.7927 -10.6725
H -34.8931 1.6953 -7.1697
H -28.4703 -3.1899 -9.1037
H -25.6051 -5.2391 -12.6016
H -31.7346 -1.2298 -8.5763
H -33.2324 0.5676 -16.7212
H -24.2367 0.5885 -9.5029
H -21.5655 -2.8730 -5.3167
H -32.0676 -3.5191 -17.7147
H -22.0706 -2.6953 -10.7991
H -33.1953 0.2670 -12.5260
H -26.5012 -2.2559 -10.6625
H -28.5212 -5.8166 -11.7526
H -21.4772 -2.9506 -14.2003
H -21.7034 -0.4463 -5.6422
H -24.6106 0.5952 -16.4184
H -29.8128 -2.3716 -18.8040
H -33.9784 6.6697 -11.4552
H -24.6931 -8.0191 -7.5492
H -26.9440 0.0189 -7.6361
H -34.9566 3.7198 -8.4519
H -30.7339 7.3524 -14.5097
H -21.6487 -4.5874 -12.1467
H -26.1976 2.2290 -18.5162
H -30.2086 -0.6042 -13.7767
H -33.3107 7.5115 -10.1503
H -32.4671 -2.6635 -16.2574
H -31.2754 0.3098 -9.1805
H -27.1964 4.6785 -7.7198
H -28.8425 -2.1623 -16.4940
```

**Frontier orbital gap**: 0.3364 hartree
**E**: -4741.04352 a.u.
**HOMO level**: -8.64 eV
**SMILES**: CC1(C)CCCC(C)(C)N1O.CC1(C)CCCC(C)(C)N1O.CC1(C)CCCC(C)(C)N1O.CC1(C)CCCC(C)(C)N1O.CC1(C)CCCC(C)(C)N1O.CC1(C)CCCC(C)(C)N1O.CC1(C)CCCC(C)(C)N1O.CC1(C)CCCC(C)(C)N1O.COC[C@H](C)N.COC[C@H](C)N.COC[C@H](C)N
**Energy relative to the best compared isomer or geometry (same formula, charge and spin)**: 99.3 kJ/mol
**LUMO**: 0.51 eV
**Strongest force on any atom**: 2.82 eV/Å

Results of the Löwdin charge analysis, in e, for atoms 1 through 99: O -0.195; O -0.032; O -0.171; O -0.052; O -0.055; O -0.051; O -0.049; O -0.045; O -0.057; O -0.223; O -0.072; N -0.054; N -0.068; N -0.089; N 0.037; N -0.051; N -0.033; N 0.052; N -0.041; N 0.051; N -0.038; N -0.082; C -0.029; C -0.007; C -0.030; C -0.007; C -0.109; C -0.111; C -0.024; C -0.473; C -0.532; C -0.128; C -0.165; C -0.010; C -0.151; C -0.019; C -0.130; C -0.503; C -0.448; C -0.127; C -0.470; C -0.035; C -0.026; C -0.516; C -0.024; C -0.530; C -0.560; C -0.123; C -0.027; C -0.128; C -0.038; C -0.029; C -0.045; C 0.002; C -0.021; C -0.035; C -0.177; C -0.496; C -0.017; C -0.516; C -0.159; C -0.116; C -0.025; C -0.023; C -0.182; C -0.063; C -0.134; C -0.053; C -0.498; C -0.034; C -0.144; C -0.015; C -0.140; C -0.052; C -0.049; C -0.479; C -0.123; C -0.150; C -0.059; C -0.470; C -0.031; C -0.515; C -0.038; C -0.202; C -0.145; C -0.158; C -0.093; C -0.174; C -0.049; C -0.033; C -0.148; C -0.493; C -0.029; C -0.175; C -0.426; C -0.032; C -0.474; C -0.134; C -0.449

Record 2
An isolated ion of composition C7H15N2O and charge +1 in a non-equilibrium geometry, computed with ωB97M-V with the def2-TZVPD basis set.

Geometry as XYZ:
```
25
C7H15N2O | the OMol25 dataset | ωB97M-V with the def2-TZVPD basis set
O -1.1481 1.7559 0.0888
N 1.9514 0.6744 -0.0846
N 0.7337 -1.3873 0.4136
C 0.1908 -0.3057 1.1591
C 0.2383 -1.5299 -0.8912
C -1.1366 0.3737 -0.0033
C 1.1603 0.9106 1.1919
C 1.0601 0.8153 -1.2653
C -2.3810 -0.3168 0.4376
C -0.2319 -0.0331 -1.2320
H -2.2871 -1.4508 0.3614
H 0.5102 1.8085 1.2432
H 2.1567 -0.4610 0.0999
H 1.5183 0.3489 -2.1418
H -2.0357 2.0020 0.3749
H -3.3589 -0.2224 0.0207
H 1.9831 0.8370 1.9335
H 0.9053 1.8830 -1.3043
H 2.8120 1.3557 -0.1397
H 0.4278 -2.2287 0.9425
H -2.3662 -0.1290 1.4950
H -0.6290 -2.2743 -0.9743
H 1.0086 -2.0258 -1.4923
H -0.3506 -0.5563 2.0126
H -0.7315 0.1559 -2.2462
```

**Frontier orbital gap**: 0.3608 hartree
**E**: -460.15233 a.u.
**HOMO level**: -12.62 eV
**SMILES**: C[C@]1(O)[C@@H]2CN[C@H]1C[NH2+]C2
**Energy relative to the best compared isomer or geometry (same formula, charge and spin)**: 316.7 kJ/mol
**Net charge**: +1
**LUMO**: -2.81 eV
**Strongest force on any atom**: 5.16 eV/Å

Calculated atomic charges, method natural (NBO), unit e: O -0.723; N -0.580; N -0.678; C -0.092; C -0.235; C 0.322; C -0.268; C -0.243; C -0.692; C -0.270; H 0.236; H 0.272; H 0.484; H 0.235; H 0.500; H 0.252; H 0.222; H 0.241; H 0.458; H 0.415; H 0.227; H 0.209; H 0.219; H 0.224; H 0.263